Computed, not measured: an isolated molecule of C27H31N3O5 at a distorted geometry, with ωB97M-V with the def2-TZVPD basis set.

Values from the calculation:
- Charge: 0
- ΔE to the lowest compared entry with this formula, charge and spin: 287.1 kJ/mol
- SMILES string: COc1ccc(CCN(C(=O)c2ccco2)[C@H](C(=O)NC2CCCC2)c2ccncc2)cc1OC
- HOMO-LUMO gap: 8.67 eV
- E: -43209.61498 eV
- HOMO energy: -7.98 eV
- Largest force on an atom: 1.338 eV/Å
- 2S+1: 1

Last columns: bonded neighbours and bond lengths (Å).
Element x y z (Å)
1 C 1.02 3.26 -4.24  O2 1.408, H36 1.095, H37 1.089, H38 1.094
2 O 2.05 2.76 -3.43  C1 1.408, C3 1.371
3 C 1.99 1.45 -3.02  O2 1.371, C4 1.388, C33 1.408
4 C 1.01 0.57 -3.46  C3 1.388, C5 1.384, H39 1.078
5 C 0.94 -0.73 -2.99  C4 1.384, C6 1.383, H40 1.080
6 C 1.87 -1.21 -2.09  C5 1.383, C7 1.502, C32 1.387
7 C 1.79 -2.60 -1.54  C6 1.502, C8 1.538, H41 1.093, H42 1.090
8 C 1.62 -2.63 -0.01  C7 1.538, N9 1.446, H43 1.091, H44 1.092
9 N 0.46 -1.90 0.45  C8 1.446, C10 1.354, C17 1.457
10 C -0.74 -2.45 0.73  N9 1.354, O11 1.227, C12 1.470
11 O -1.63 -1.79 1.27  C10 1.227
12 C -1.04 -3.84 0.38  C10 1.470, C13 1.374, O16 1.355
13 C -2.12 -4.57 0.83  C12 1.374, C14 1.409, H45 1.070
14 C -2.04 -5.83 0.21  C13 1.409, C15 1.363, H46 1.070
15 C -0.93 -5.79 -0.58  C14 1.363, O16 1.339, H47 1.073
16 O -0.32 -4.60 -0.49  C12 1.355, C15 1.339
17 C 0.66 -0.52 0.88  N9 1.457, C18 1.564, C26 1.501, H48 1.095
18 C 0.15 -0.42 2.36  C17 1.564, O19 1.211, N20 1.340
19 O 0.62 -1.16 3.19  C18 1.211
20 N -0.70 0.59 2.61  C18 1.340, C21 1.449, H49 1.008
21 C -1.39 0.71 3.88  N20 1.449, C22 1.528, C25 1.531, H50 1.092
22 C -1.62 2.18 4.22  C21 1.528, C23 1.533, H51 1.089, H52 1.090
23 C -2.83 2.58 3.37  C22 1.533, C24 1.542, H53 1.089, H54 1.091
24 C -3.64 1.29 3.16  C23 1.542, C25 1.536, H55 1.089, H56 1.090
25 C -2.82 0.15 3.77  C21 1.531, C24 1.536, H57 1.088, H58 1.090
26 C 0.08 0.52 -0.02  C17 1.501, C27 1.395, C31 1.390
27 C 0.64 1.80 -0.01  C26 1.395, C28 1.383, H59 1.079
28 C 0.09 2.79 -0.81  C27 1.383, N29 1.324, H60 1.082
29 N -0.97 2.59 -1.58  C28 1.324, C30 1.322
30 C -1.51 1.38 -1.59  N29 1.322, C31 1.386, H61 1.082
31 C -1.03 0.32 -0.84  C26 1.390, C30 1.386, H62 1.076
32 C 2.88 -0.34 -1.68  C6 1.387, C33 1.390, H63 1.079
33 C 2.96 0.97 -2.12  C3 1.408, C32 1.390, O34 1.365
34 O 4.00 1.67 -1.57  C33 1.365, C35 1.410
35 C 4.30 2.98 -1.99  O34 1.410, H64 1.092, H65 1.090, H66 1.092
36 H 1.00 2.77 -5.22  C1 1.095
37 H 1.26 4.32 -4.39  C1 1.089
38 H 0.05 3.18 -3.75  C1 1.094
39 H 0.26 0.90 -4.16  C4 1.078
40 H 0.15 -1.38 -3.34  C5 1.080
41 H 2.70 -3.15 -1.78  C7 1.093
42 H 0.95 -3.12 -2.00  C7 1.090
43 H 1.55 -3.67 0.32  C8 1.091
44 H 2.50 -2.20 0.46  C8 1.092
45 H -2.85 -4.22 1.52  C13 1.070
46 H -2.71 -6.65 0.33  C14 1.070
47 H -0.48 -6.51 -1.23  C15 1.073
48 H 1.74 -0.35 0.95  C17 1.095
49 H -1.17 1.01 1.83  N20 1.008
50 H -0.79 0.18 4.62  C21 1.092
51 H -0.74 2.79 4.00  C22 1.089
52 H -1.85 2.27 5.28  C22 1.090
53 H -3.41 3.36 3.86  C23 1.089
54 H -2.50 2.98 2.41  C23 1.091
55 H -4.62 1.36 3.64  C24 1.089
56 H -3.81 1.11 2.10  C24 1.090
57 H -2.83 -0.75 3.16  C25 1.088
58 H -3.18 -0.10 4.77  C25 1.090
59 H 1.51 2.01 0.60  C27 1.079
60 H 0.50 3.79 -0.83  C28 1.082
61 H -2.36 1.26 -2.24  C30 1.082
62 H -1.52 -0.64 -0.88  C31 1.076
63 H 3.65 -0.67 -1.00  C32 1.079
64 H 4.49 3.03 -3.07  C35 1.092
65 H 5.22 3.24 -1.45  C35 1.090
66 H 3.51 3.69 -1.73  C35 1.092

These are the Mulliken partial charges, in e, on atoms 1 to 6:
1. C -0.94
2. O -0.45
3. C 1.51
4. C -0.48
5. C -0.92
6. C 0.39